{"formula": "C42H42AsCsN4O2S", "method": "ωB97M-V/def2-TZVPD", "species": ["H", "H", "C", "C", "H", "H", "H", "C", "H", "H", "H", "C", "C", "H", "C", "H", "C", "H", "H", "H", "C", "C", "H", "C", "O", "C", "H", "H", "H", "H", "C", "H", "H", "C", "C", "C", "C", "C", "H", "H", "N", "H", "H", "H", "C", "H", "H", "C", "C", "H", "C", "C", "C", "H", "C", "H", "H", "C", "H", "S", "N", "As", "H", "C", "C", "H", "C", "C", "H", "H", "C", "Cs", "O", "C", "C", "N", "C", "C", "C", "H", "H", "H", "H", "C", "H", "C", "C", "H", "N", "C", "C", "C", "C"], "xyz": [[-3.339342, 4.243100, 0.839577], [-4.207800, -5.727999, 0.162333], [-5.291817, -2.488978, 0.275945], [0.902834, 2.571481, 2.440842], [-0.744289, -7.514657, 1.919144], [-1.598747, 1.796023, 3.865344], [5.156270, 5.117224, 1.441934], [3.060811, -1.609949, -2.424858], [3.691540, 6.592401, -1.461703], [-0.692477, -1.476981, 5.120383], [-3.914137, -2.726094, 2.588835], [-0.662698, 4.325460, -0.314264], [-1.305562, 2.553704, 3.133807], [-3.047638, 2.044948, 1.917329], [-4.419779, -3.593142, 0.171999], [4.118868, 6.166662, -3.120728], [-0.731918, -7.588666, -0.225538], [1.015996, 3.432978, 3.119711], [3.257210, -2.579134, -1.960346], [-3.089439, -1.998294, 4.791150], [1.697963, 2.914960, -3.021915], [-2.353309, 3.980071, 1.231175], [0.854474, -0.877105, -5.032730], [-7.120386, -4.072446, 0.561067], [1.391843, 0.393902, 0.450461], [-2.858927, -2.526545, 2.729413], [-1.919167, 4.890760, 1.672533], [6.392427, 3.949885, 0.967450], [3.947675, -1.340470, -3.004995], [3.442679, 3.950647, -3.763598], [-6.247711, -5.150440, 0.443223], [0.885632, -1.719562, 3.216146], [-0.556562, 5.310678, 0.169523], [-6.653900, -2.774576, 0.481911], [-1.986642, -2.664291, 1.655240], [3.188841, 3.139447, 1.922068], [2.375092, 5.152815, -2.376941], [2.142204, 2.285163, 1.695698], [-0.853087, -7.368646, -2.357678], [3.048188, 3.925814, 2.659647], [-0.219465, 2.002508, 2.337052], [2.928626, 1.711840, -4.305084], [-0.320104, -8.589118, -0.268063], [-8.179173, -4.246192, 0.716030], [0.515142, 2.945599, -2.182193], [2.556064, -0.439880, -4.911440], [2.747855, 7.229656, -2.804767], [3.284031, 6.349164, -2.445086], [0.355851, 4.136183, -1.363463], [5.524491, 2.062203, -0.255010], [-1.048509, -1.813335, 4.154402], [3.563350, 1.201338, 0.012040], [1.255493, 5.159842, -1.502789], [-0.970007, 3.443413, 3.690455], [1.841688, -1.741475, -3.335183], [4.710001, 0.266931, -1.546461], [-1.783560, -5.088512, -2.248263], [-2.549391, 2.928545, 2.322164], [5.816615, 4.003296, 2.633443], [-4.723513, -0.843162, 0.203024], [2.870969, -0.614045, -1.386444], [-2.555280, -3.182310, -0.151911], [1.117924, 6.043827, -0.885161], [-0.969464, -6.984779, 1.001689], [2.582355, 4.024756, -3.104342], [0.065263, -2.482542, 1.035903], [-1.554135, -5.619950, -1.329977], [5.510018, 4.094742, 1.589488], [0.426479, 0.762989, -3.133717], [0.941549, -1.857541, -2.723685], [-1.802462, -5.004067, -0.104693], [-1.529372, 0.376733, 0.002069], [-0.285095, 1.981042, -2.157726], [2.294272, 1.225061, 0.712110], [2.012533, 1.746768, -3.718190], [-1.541146, 3.519917, 0.107176], [-4.899643, -4.898835, 0.250655], [-1.503034, -5.704208, 1.060813], [1.643221, -0.598569, -4.331635], [-1.692201, -5.247984, 2.025350], [-6.612953, -6.167476, 0.505603], [2.001616, -0.567052, -0.827394], [-3.267759, 3.336287, 3.038911], [3.763893, 0.268214, -1.008383], [1.944672, -2.665626, -3.906366], [-0.164793, -1.952438, 3.093002], [4.595843, 2.132340, 0.304324], [-7.340016, -1.942334, 0.575175], [1.286087, 0.654413, -3.697437], [-1.029099, -6.903635, -1.395329], [4.439066, 3.094253, 1.251654], [-2.393285, -2.106490, 3.968587], [-0.636752, -2.380487, 1.860497]], "atomic_forces_ev_per_a": [[-0.003, -0.021, -0.015], [-0.025, -0.021, 0.006], [0.022, 0.001, 0.088], [0.034, 0.093, -0.015], [0.001, -0.004, -0.002], [0.004, -0.011, -0.007], [0.010, 0.005, -0.002], [-0.039, -0.026, -0.073], [0.008, 0.007, -0.001], [0.005, -0.001, -0.001], [0.003, -0.003, -0.005], [-0.011, 0.105, 0.118], [0.011, 0.082, 0.012], [0.100, -0.051, -0.059], [-0.092, -0.006, -0.034], [0.006, 0.004, 0.002], [-0.006, 0.011, -0.004], [-0.006, -0.025, 0.024], [-0.002, 0.011, 0.022], [-0.005, -0.002, -0.001], [-0.028, -0.029, 0.002], [0.104, 0.034, -0.013], [-0.005, 0.027, -0.004], [-0.013, 0.022, -0.008], [0.011, -0.044, 0.027], [-0.119, 0.030, -0.071], [-0.045, 0.014, 0.009], [0.002, 0.001, -0.006], [0.006, 0.000, 0.009], [0.001, 0.003, -0.002], [-0.016, 0.007, 0.010], [-0.001, 0.003, 0.011], [-0.035, -0.015, 0.022], [-0.013, -0.022, -0.031], [0.164, -0.026, 0.121], [0.019, 0.006, -0.028], [0.035, 0.007, -0.011], [-0.039, 0.021, 0.024], [0.000, -0.002, 0.000], [-0.025, -0.011, 0.009], [-0.051, 0.023, -0.093], [-0.002, -0.003, -0.003], [0.000, -0.001, -0.008], [0.003, -0.015, 0.002], [0.012, -0.072, 0.104], [-0.002, 0.009, -0.002], [0.017, 0.012, 0.006], [-0.052, -0.028, 0.004], [0.015, 0.013, 0.021], [0.006, 0.007, 0.005], [-0.005, -0.008, -0.026], [-0.043, -0.041, -0.047], [0.060, 0.002, -0.032], [0.015, -0.025, 0.022], [0.034, 0.095, 0.000], [0.001, -0.002, 0.001], [0.002, -0.005, -0.001], [-0.030, -0.045, 0.019], [0.015, 0.017, -0.003], [0.129, -0.017, -0.033], [0.009, -0.034, 0.005], [0.028, 0.032, 0.101], [-0.034, -0.015, 0.018], [-0.003, 0.006, 0.011], [-0.008, -0.032, 0.012], [-0.007, -0.004, 0.007], [-0.007, 0.036, 0.006], [-0.039, -0.034, 0.023], [-0.013, 0.040, 0.011], [-0.003, -0.028, -0.011], [0.005, -0.008, -0.078], [-0.251, -0.131, -0.103], [-0.041, 0.004, 0.026], [-0.043, 0.104, -0.016], [-0.018, -0.046, 0.019], [0.109, -0.034, -0.031], [0.077, 0.016, -0.012], [-0.012, 0.020, 0.028], [0.033, -0.087, 0.029], [0.002, -0.002, -0.001], [0.009, -0.005, -0.003], [0.045, 0.045, 0.065], [0.002, 0.033, -0.018], [-0.040, 0.003, -0.018], [-0.007, -0.010, 0.004], [-0.005, 0.005, 0.028], [-0.018, -0.005, 0.001], [0.013, 0.012, -0.002], [0.006, 0.045, -0.032], [0.007, -0.026, 0.014], [0.038, 0.003, -0.026], [0.020, 0.009, 0.006], [0.001, -0.001, -0.126]], "lowdin_charge": [0.122, 0.087, -0.803, -0.122, 0.100, 0.117, 0.077, -0.154, 0.076, 0.098, 0.098, -0.125, -0.226, 0.070, -0.450, 0.074, -0.102, 0.118, 0.128, 0.103, -0.129, -0.222, 0.128, -0.111, -0.144, -0.103, 0.111, 0.074, 0.125, 0.120, -0.117, 0.102, 0.117, -0.144, -0.475, 0.020, -0.273, -0.098, 0.096, 0.123, 0.006, 0.142, 0.097, 0.094, -0.304, 0.124, 0.082, -0.052, -0.096, 0.120, -0.097, -0.128, 0.021, 0.110, -0.147, 0.143, 0.088, -0.198, 0.081, 0.336, 0.059, 1.241, 0.122, -0.089, -0.004, 0.091, -0.139, -0.053, 0.120, 0.123, -0.412, 0.942, -0.139, -0.300, -0.022, 0.006, -0.120, -0.104, -0.154, 0.102, 0.090, 0.117, 0.116, -0.018, 0.120, -0.096, -0.003, 0.087, 0.059, -0.101, -0.274, -0.077, -0.200], "de_lowest_kcal_mol": 0.00, "orbital_gap_ev": 4.72, "energy_ev": -126513.3066}